{
  "formula": "C24H45FN3O27S6",
  "method": "ωB97M-V/def2-TZVPD",
  "gap_ev": 8.39,
  "max_force_ev_per_a": 1.76,
  "total_charge": 1,
  "homo_energy_ev": -11.52,
  "e_lumo_ev": -3.14,
  "energy_ev": -153086.3192,
  "symbols": ["C", "C", "O", "N", "C", "C", "O", "N", "C", "C", "C", "C", "C", "O", "N", "C", "C", "C", "F", "H", "H", "H", "H", "H", "H", "H", "H", "H", "H", "H", "H", "H", "H", "H", "H", "H", "H", "H", "H", "H", "C", "C", "O", "S", "O", "O", "O", "H", "H", "H", "H", "C", "C", "O", "S", "O", "O", "O", "H", "H", "H", "H", "C", "C", "O", "S", "O", "O", "O", "H", "H", "H", "H", "C", "C", "O", "S", "O", "O", "O", "H", "H", "H", "H", "C", "C", "O", "S", "O", "O", "O", "H", "H", "H", "H", "C", "C", "O", "S", "O", "O", "O", "H", "H", "H", "H"],
  "coordinates": [[1.77604, -1.67964, 0.62313], [1.38229, -3.10082, 0.86544], [0.81100, -3.50199, 1.83797], [1.75684, -4.02234, -0.23964], [2.67974, -5.11828, 0.09715], [2.72964, -5.67320, 1.48598], [3.34581, -5.54082, -0.81078], [0.65055, -4.53171, -0.98990], [-0.42850, -3.53059, -1.42114], [-1.78622, -4.08352, -0.94789], [-1.37719, -5.13918, 0.10931], [-2.39446, -6.16189, 0.63195], [-2.93787, -5.70427, 1.98359], [-2.17633, -5.54296, 2.92026], [-4.32928, -5.55754, 2.05110], [-4.76952, -4.33782, 1.33725], [-4.77862, -5.52951, 3.45600], [-0.13716, -5.70598, -0.48184], [-0.48753, -6.31134, -1.70964], [0.98128, -1.16552, 0.08290], [1.86934, -1.19897, 1.59132], [2.69291, -1.63437, 0.04534], [3.31695, -6.58404, 1.45500], [1.74791, -5.83417, 1.92157], [3.24772, -4.96271, 2.13238], [1.05256, -4.85677, -1.87338], [-0.43886, -3.60128, -2.50698], [-0.19469, -2.48987, -1.23944], [-2.38892, -3.33656, -0.44471], [-2.34156, -4.51595, -1.77136], [-1.10255, -4.52123, 0.96900], [-3.23938, -6.31236, -0.03144], [-1.85570, -7.08293, 0.84381], [-5.39216, -4.58329, 0.47838], [-5.36888, -3.71475, 1.99456], [-3.93595, -3.72886, 0.99234], [-5.85893, -5.65656, 3.44805], [-4.36132, -6.36567, 4.00639], [-4.52234, -4.59263, 3.94821], [0.40137, -6.50385, 0.01757], [5.54416, 1.81890, 2.51383], [4.81454, 0.50793, 2.71429], [3.47204, 0.78763, 2.26817], [3.51495, 1.85377, 1.07534], [3.42473, 1.16266, -0.16301], [2.61610, 2.90388, 1.39062], [5.01021, 2.33506, 1.27736], [5.32909, 2.53473, 3.30103], [6.61823, 1.68637, 2.42658], [4.79912, 0.18747, 3.75136], [5.22770, -0.28798, 2.08985], [-4.12520, -7.95225, -3.85765], [-4.03065, -6.45548, -4.06577], [-5.32347, -5.96548, -3.69576], [-5.93270, -6.86819, -2.51959], [-5.68316, -6.23346, -1.27396], [-7.22415, -7.29340, -2.89926], [-4.91024, -8.09264, -2.66568], [-4.65064, -8.43949, -4.68020], [-3.15559, -8.42095, -3.71540], [-3.81552, -6.18255, -5.09450], [-3.28452, -6.00829, -3.40261], [0.04291, 4.75672, 0.42761], [0.13607, 6.26616, 0.38383], [-1.23492, 6.69295, 0.22896], [-2.20201, 5.67721, 0.98470], [-2.55935, 6.18796, 2.25568], [-3.18319, 5.24219, 0.05439], [-1.15013, 4.50000, 1.18758], [-0.09076, 4.33035, -0.56868], [0.89554, 4.28239, 0.89826], [0.74326, 6.62593, -0.44085], [0.51902, 6.66865, 1.32531], [-5.27685, 2.02323, -1.19346], [-4.41143, 2.87746, -2.09094], [-3.32800, 2.00427, -2.46186], [-3.85130, 0.50779, -2.56764], [-4.12789, 0.18383, -3.91914], [-2.98753, -0.30962, -1.78888], [-5.23416, 0.71603, -1.80245], [-4.85929, 1.94666, -0.18860], [-6.30240, 2.37384, -1.13588], [-4.01975, 3.75417, -1.58881], [-4.93908, 3.17712, -2.99835], [4.06869, 9.46199, -2.50420], [3.26660, 8.86092, -3.63949], [3.52821, 7.44969, -3.53925], [3.72227, 7.04140, -2.01421], [2.49679, 6.53285, -1.49812], [4.92255, 6.30580, -1.88418], [3.91947, 8.51415, -1.43041], [5.12784, 9.53940, -2.75260], [3.69407, 10.43181, -2.19141], [3.57567, 9.22212, -4.61505], [2.19566, 9.02543, -3.50912], [4.01952, 7.16137, 2.53291], [5.47140, 7.29352, 2.12308], [6.19918, 6.86679, 3.28635], [5.38360, 5.72878, 4.04743], [5.87522, 4.45457, 3.64612], [5.28195, 6.07324, 5.41396], [3.98408, 5.95785, 3.31617], [3.69759, 7.99368, 3.16083], [3.35177, 7.06411, 1.68149], [5.75002, 8.31158, 1.86973], [5.71825, 6.62706, 1.29412]],
  "forces_ev_per_angstrom": [[0.1, -0.4, 0.3], [-0.6, 0.3, 0.3], [0.2, -0.1, -0.4], [-0.2, 0.2, 0.5], [0.6, -0.6, -0.7], [0.3, 0.3, 0.1], [-0.6, 0.1, 0.3], [0.2, 0.1, -0.4], [-0.9, -0.1, -1.4], [0.4, -0.2, 1.0], [-0.3, 0.8, 0.4], [-0.1, 0.8, 0.0], [0.2, 0.0, 0.3], [-0.4, -0.3, -0.5], [0.8, 0.4, 1.1], [-0.5, -0.3, -0.8], [-0.4, -0.2, -0.3], [-1.0, -1.0, -1.1], [0.1, 0.1, 0.3], [0.0, 0.0, -0.2], [0.1, 0.2, 0.0], [0.1, 0.2, -0.1], [0.0, -0.1, 0.0], [-0.1, 0.0, 0.0], [0.0, 0.0, 0.1], [0.3, -0.1, 0.1], [0.2, 0.1, -0.1], [0.2, -0.1, 0.7], [0.0, 0.3, -0.3], [-0.1, 0.0, -0.1], [0.4, -0.4, 0.2], [0.1, -0.3, -0.4], [-0.3, -0.3, -0.1], [0.0, -0.1, 0.0], [0.1, 0.0, 0.2], [0.1, 0.0, 0.1], [-0.1, 0.1, 0.0], [0.2, 0.0, 0.0], [0.1, 0.0, 0.1], [0.5, 0.5, 0.5], [-0.1, -0.1, 0.5], [0.2, -0.2, -0.3], [0.0, 0.2, 0.1], [0.4, -0.1, 0.2], [-0.2, 0.0, -0.1], [-0.2, 0.0, -0.1], [-0.1, -0.2, -0.2], [0.0, -0.1, 0.0], [0.0, 0.1, -0.2], [-0.2, 0.1, 0.0], [0.0, 0.0, 0.0], [-0.1, -0.1, -0.3], [0.3, 0.1, 0.2], [-0.1, -0.2, 0.0], [0.3, -0.2, -0.4], [0.0, 0.0, 0.2], [-0.2, 0.2, 0.1], [0.2, 0.3, 0.2], [0.0, 0.0, 0.0], [0.0, 0.0, 0.2], [-0.2, 0.1, 0.0], [0.0, 0.0, 0.0], [0.1, 0.0, -0.5], [0.2, 0.0, 0.3], [0.0, -0.2, -0.1], [0.5, -0.1, -0.1], [-0.2, 0.0, 0.0], [-0.4, 0.1, -0.1], [0.0, 0.1, 0.3], [0.0, 0.1, 0.0], [-0.1, 0.0, 0.2], [-0.4, 0.0, 0.0], [0.0, 0.0, 0.0], [0.2, 0.1, 0.3], [-0.3, 0.3, -0.3], [0.1, -0.2, 0.2], [-0.3, 0.5, 0.0], [0.0, -0.2, 0.0], [0.2, -0.3, 0.1], [0.1, 0.0, -0.2], [0.0, 0.0, 0.0], [-0.1, -0.2, -0.1], [0.2, 0.0, 0.1], [0.0, 0.0, 0.0], [0.3, 0.1, -0.2], [-0.3, 0.2, 0.1], [0.2, 0.0, 0.1], [-0.1, 0.3, -0.3], [0.2, -0.1, 0.0], [0.1, -0.2, 0.1], [-0.2, 0.0, 0.0], [0.0, 0.0, 0.0], [-0.1, -0.1, 0.2], [0.1, -0.2, -0.1], [0.0, 0.0, 0.0], [0.0, 0.3, 0.1], [0.0, -0.2, -0.4], [-0.2, 0.1, 0.2], [-0.1, 0.2, -0.3], [0.0, 0.1, 0.2], [0.1, -0.1, 0.2], [0.1, -0.1, -0.1], [0.0, 0.0, 0.0], [0.0, -0.2, 0.0], [0.1, 0.0, 0.2], [0.0, 0.0, 0.0]]
}